Density functional theory data (ωB97M-V with the def2-TZVPD basis set) for a structure of composition C3H2ClF3 at a distorted geometry.

Each line ends with the Löwdin charge.
Geometry (Å):
C: 0.2217 0.6620 -0.3754  -0.061
C: -1.6576 0.2824 0.3377  -0.550
C: 1.2152 -0.3470 -0.0275  -0.241
F: 0.6563 1.9164 -0.0152  -0.006
F: -2.6224 1.1307 0.1282  -0.005
F: 0.9349 -1.5902 -0.5454  -0.080
Cl: -2.2073 -1.3418 0.0707  0.641
H: 2.2425 -0.1448 -0.5936  0.181
H: 1.2167 -0.5678 1.0205  0.122

Values from the calculation:
Energy relative to the best compared isomer or geometry (same formula, charge and spin), kcal/mol: 110.8
HOMO energy (alpha / beta), eV: -8.87 / -9.28
Calculated total energy, hartree: -875.0929

---

Density functional theory data (ωB97M-V with the def2-TZVPD basis set) for a cluster of 2 separate species, C3H2ClF3 in total at a distorted geometry.

Each line ends with the Löwdin spin population.
Geometry (Å):
C: 1.6357 -0.1044 -0.7988  0.053
C: 0.8953 0.3484 0.1834  0.699
C: -1.8077 -0.1680 0.5617  0.687
F: 3.0414 0.1540 -0.7571  0.046
F: 1.1919 1.2124 1.1422  0.170
F: -1.6621 -1.4761 0.2316  0.140
Cl: -2.5749 0.8363 -0.5806  0.170
H: 1.3779 -0.7898 -1.5886  0.001
H: -2.0974 -0.0128 1.6064  0.034

Values from the calculation:
Energy relative to the best compared isomer or geometry (same formula, charge and spin), kcal/mol: 41.7
HOMO energy (alpha / beta), eV: -8.61 / -10.23
Spin multiplicity: 3
Calculated total energy, hartree: -875.0817

---

Density functional theory data (ωB97M-V with the def2-TZVPD basis set) for the molecule C3H2ClFS at a distorted geometry.

Each line ends with the Löwdin charge.
Geometry (Å):
F: -2.0016 -1.2208 0.8545  0.088
C: -1.1328 -0.5045 0.2315  -0.761
Cl: -1.5315 0.0776 -1.3467  0.745
C: 0.0854 -0.3549 0.7471  -0.161
C: 1.0981 0.5194 0.0660  -0.667
S: 2.6667 0.7214 0.5032  0.652
H: 0.2562 -0.9209 1.6512  0.116
H: 0.8213 1.0869 -0.7664  -0.013

Values from the calculation:
Energy relative to the best compared isomer or geometry (same formula, charge and spin), kcal/mol: 4.2
SMILES string: F/C(Cl)=C/C=S
HOMO energy, eV: -8.90
Calculated total energy, hartree: -1073.7040

---

Density functional theory data (ωB97M-V with the def2-TZVPD basis set) for the molecule C3H2ClIO at a distorted geometry.

Each line ends with the Löwdin charge.
Geometry (Å):
C: -1.3290 -0.0497 0.1581  0.088
C: -0.0704 -0.4336 -0.1761  -0.785
Cl: 0.4792 -2.0313 -0.2677  0.670
C: 0.9274 0.6387 -0.1523  -0.908
O: 0.6712 1.7573 0.2835  -0.031
I: 2.9397 0.1869 -0.5500  0.869
H: -1.8771 -0.9117 0.3517  0.049
H: -1.7411 0.8434 0.3530  0.048

Values from the calculation:
Energy relative to the best compared isomer or geometry (same formula, charge and spin), kcal/mol: 13.1
SMILES string: C=C(Cl)C(=O)I
HOMO energy, eV: -9.67
Calculated total energy, hartree: -948.5908

---

Density functional theory data (ωB97M-V with the def2-TZVPD basis set) for the molecule C3H2ClN3O2 at a distorted geometry.

Each line ends with the Löwdin charge.
Geometry (Å):
N: 0.2090 -2.6504 -2.1299  0.190
C: 0.0859 -1.8590 -1.3036  -0.199
C: -0.2368 -0.7795 -0.3492  -0.340
N: -1.1191 -1.3516 0.6693  -0.045
O: -1.9775 -0.5871 1.0658  0.042
C: 0.9818 -0.2660 0.4985  -0.700
Cl: 1.6028 -1.5401 1.5026  0.736
N: 1.8852 0.0343 -0.6066  -0.077
O: 2.0198 1.1654 -0.9924  0.060
H: -0.9800 0.0317 -0.8633  0.210
H: 0.8061 0.6406 1.0996  0.124

Values from the calculation:
Energy relative to the best compared isomer or geometry (same formula, charge and spin), kcal/mol: 131.4
SMILES string: N#C[C@@H](N=O)[C@@H](Cl)N=O
HOMO energy, eV: -10.15
Calculated total energy, hartree: -890.2404

---

Density functional theory data (ωB97M-V with the def2-TZVPD basis set) for a structure of composition C3H2ClNO3S at a distorted geometry.

Each line ends with the Löwdin spin population.
Geometry (Å):
C: 1.6238 0.1269 0.6660  0.116
C: -0.4953 0.9070 -0.3614  0.043
C: 0.1693 0.0773 0.8225  0.402
N: -1.2516 -0.1195 -1.0114  0.061
O: 2.4122 0.3932 1.5090  0.202
O: -0.4825 2.0567 -0.6255  0.036
O: -1.6120 -2.2121 0.5323  0.487
S: -0.5798 -1.5092 -0.1246  0.634
Cl: 1.9952 0.0813 -1.1728  0.003
H: -0.1401 0.3314 1.7631  0.014
H: -1.6393 -0.1331 -1.9971  0.004

Values from the calculation:
HOMO energy (alpha / beta), eV: -6.53 / -10.88
Spin multiplicity: 3
Calculated total energy, hartree: -1254.1803

---

Which of these has the lowest calculated total energy?
C3H2ClNO3S

---

The highest calculated total energy belongs to which entry?
number 2